1.
# C22H24KN7

C22H24KN7 as an isolated structure (the ωB97M-V functional and the def2-TZVPD basis, OMol25).

```
54
Properties=species:S:1:pos:R:3
K -0.11 -0.17 0.43
C -4.52 1.19 -2.17
C -4.79 2.39 -1.52
C -3.92 2.86 -0.56
C -2.76 2.12 -0.26
N -2.48 0.97 -0.90
C -3.36 0.53 -1.81
N -1.96 2.50 0.79
C -0.67 2.45 0.74
N 0.09 2.16 1.84
C 1.33 1.82 1.40
N 2.17 1.17 2.15
C 3.04 0.24 1.63
C 4.30 0.05 2.23
C 5.10 -0.97 1.78
C 4.66 -1.80 0.75
C 3.40 -1.56 0.24
N 2.59 -0.57 0.65
C 1.47 2.14 -0.07
C 2.54 2.15 -0.94
C 2.31 2.57 -2.25
C 1.04 2.96 -2.67
C -0.04 2.94 -1.78
C 0.20 2.53 -0.49
H -5.18 0.78 -2.91
H -5.69 2.95 -1.76
H -4.10 3.78 -0.02
H -3.11 -0.41 -2.30
H 4.59 0.71 3.03
H 6.08 -1.12 2.22
H 5.26 -2.61 0.37
H 3.00 -2.18 -0.56
H 3.53 1.85 -0.62
H 3.13 2.59 -2.96
H 0.89 3.28 -3.69
H -1.02 3.25 -2.10
N -0.14 -1.93 -1.71
C -0.36 -3.24 -1.05
C -0.44 -3.10 0.47
C -1.78 -2.55 0.98
C -1.76 -2.23 2.48
N -0.86 -1.10 2.76
H -1.01 -1.41 -1.79
H 0.20 -2.06 -2.65
H 0.49 -3.87 -1.30
H -1.26 -3.75 -1.41
H 0.38 -2.45 0.80
H -0.27 -4.08 0.93
H -2.57 -3.28 0.77
H -2.06 -1.63 0.44
H -1.45 -3.13 3.02
H -2.77 -1.99 2.80
H -0.04 -1.37 3.28
H -1.30 -0.35 3.26
```

The HOMO energy is -7.327 eV. The HOMO-LUMO gap is 7.42 eV. The calculation puts the total energy at -49960.3705 eV.

Löwdin population analysis, charges in e, atoms 1 to 4:
1. K 0.84
2. C -0.09
3. C -0.08
4. C -0.02



2.
# C22H24N11O2S3Tl

C22H24N11O2S3Tl as an isolated structure (the ωB97M-V functional and the def2-TZVPD basis, OMol25).

```
63
Properties=species:S:1:pos:R:3
Tl 0.53 -0.09 -1.24
C 0.38 -4.99 0.91
N 1.52 -4.14 1.20
C 2.27 -4.15 2.33
C 3.29 -3.27 2.17
N 3.16 -2.70 0.94
C 2.06 -3.25 0.32
S 1.52 -3.07 -1.27
C 4.09 -1.74 0.42
C 5.44 -1.91 0.70
C 6.33 -0.99 0.19
C 5.85 0.06 -0.58
C 4.48 0.14 -0.79
N 3.61 -0.75 -0.30
H -0.08 -5.31 1.84
H 0.71 -5.87 0.35
H -0.33 -4.44 0.30
H 2.03 -4.79 3.16
H 4.08 -3.01 2.85
H 5.78 -2.76 1.28
H 7.39 -1.10 0.36
H 6.51 0.81 -1.00
H 4.05 0.92 -1.40
C 1.92 4.63 1.68
C 1.69 3.26 2.18
N 2.19 2.76 3.28
N 1.80 1.47 3.31
C 1.07 1.12 2.24
S 0.47 -0.38 1.83
N 0.98 2.29 1.51
N 0.33 2.40 0.31
H 2.38 5.21 2.48
H 0.99 5.10 1.37
H 2.61 4.60 0.83
H 2.05 0.89 4.09
H -0.74 2.39 0.39
H 0.60 3.27 -0.13
N -3.41 -1.76 -6.47
C -3.16 -1.58 -5.15
C -4.13 -0.99 -4.31
C -3.88 -0.82 -2.97
C -2.67 -1.25 -2.43
C -1.71 -1.83 -3.24
C -1.94 -2.00 -4.59
S -2.41 -1.06 -0.68
O -1.21 -1.84 -0.36
O -3.60 -1.34 0.05
N -1.91 0.50 -0.53
C -2.72 1.50 -0.19
N -4.06 1.47 -0.32
C -4.77 2.52 -0.01
C -4.21 3.73 0.42
C -2.83 3.69 0.56
N -2.11 2.62 0.29
H -4.28 -1.48 -6.88
H -2.74 -2.23 -7.05
H -5.08 -0.68 -4.73
H -4.62 -0.38 -2.31
H -0.80 -2.22 -2.80
H -1.20 -2.46 -5.22
H -5.85 2.42 -0.12
H -4.79 4.60 0.63
H -2.28 4.56 0.92
```

As for the charge: +2. The HOMO energy (spin up / spin down) is -11.967 / -12.021 eV. The HOMO-LUMO gap (spin up / spin down) is 2.95 / 3.27 eV. The calculation puts the total energy at -80872.5692 eV. For the energy relative to the best compared isomer or geometry (same formula, charge and spin), the calculation gives 67.3 kcal per mole.

Löwdin population analysis, charges in e, atoms 1 to 4:
1. Tl 0.81
2. C 0.02
3. N -0.08
4. C 0.03



3.
# C22H24N2O5

C22H24N2O5 in the gas phase (the ωB97M-V functional and the def2-TZVPD basis, OMol25).

```
53
Properties=species:S:1:pos:R:3
C -2.39 2.00 -2.06
H -2.38 1.09 -2.67
O -3.65 2.22 -1.47
C -4.10 1.34 -0.53
C -5.28 1.69 0.11
C -5.80 0.86 1.09
C -5.16 -0.31 1.43
C -3.98 -0.67 0.78
C -3.45 0.15 -0.21
H -2.54 -0.13 -0.71
O -3.42 -1.86 1.19
C -2.31 -2.38 0.53
C -1.01 -1.72 0.90
C -0.66 -0.46 1.27
C 0.75 -0.53 1.44
N 1.17 -1.74 1.20
O 0.09 -2.49 0.86
C 1.57 0.69 1.68
O 1.03 1.78 1.56
N 2.88 0.57 1.96
C 3.61 -0.64 2.22
H 2.97 -1.50 2.06
H 4.46 -0.71 1.54
H 3.98 -0.64 3.25
C 3.66 1.80 1.94
H 4.64 1.58 2.37
C 3.83 2.31 0.49
O 4.21 1.28 -0.39
C 3.24 0.47 -0.94
C 3.60 -0.85 -1.19
C 2.71 -1.73 -1.74
C 1.42 -1.33 -2.08
C 1.08 0.00 -1.87
C 1.97 0.90 -1.31
H 1.65 1.92 -1.16
H 0.09 0.35 -2.14
C 0.44 -2.31 -2.65
H 0.22 -3.09 -1.92
H -0.49 -1.82 -2.92
H 0.85 -2.79 -3.53
H 3.00 -2.76 -1.91
H 4.61 -1.16 -0.94
H 2.90 2.79 0.17
H 4.63 3.05 0.46
H 3.15 2.57 2.52
H -1.28 0.41 1.41
H -2.44 -2.34 -0.56
H -2.25 -3.43 0.83
H -5.54 -0.97 2.20
H -6.71 1.14 1.59
H -5.76 2.61 -0.16
H -2.21 2.86 -2.70
H -1.60 1.95 -1.30
```

As for the SMILES: COc1cccc(OCc2cc(C(=O)N(C)CCOc3ccc(C)cc3)no2)c1. The HOMO energy is -8.296 eV. The HOMO-LUMO gap is 9.02 eV. The calculation puts the total energy at -36419.2060 eV. For the energy relative to the best compared isomer or geometry (same formula, charge and spin), the calculation gives 93.5 kcal per mole.

Löwdin population analysis, charges in e, atoms 1 to 4:
1. C -0.09
2. H 0.09
3. O -0.07
4. C -0.27



4.
# C22H24N2O6

C22H24N2O6 in the gas phase (the ωB97M-V functional and the def2-TZVPD basis, OMol25).

```
54
Properties=species:S:1:pos:R:3
C 2.53 -4.19 -1.68
C 1.23 -4.94 -1.97
H 0.70 -4.50 -2.82
O 0.39 -5.01 -0.83
C -0.29 -3.92 -0.42
C -0.41 -2.72 -1.13
C -1.10 -1.66 -0.58
C -1.69 -1.76 0.68
C -1.63 -2.98 1.35
C -0.94 -4.04 0.81
H -0.87 -4.98 1.34
H -2.12 -3.08 2.31
C -2.31 -0.61 1.35
C -1.75 0.65 1.35
C -2.26 1.66 2.23
O -3.28 1.60 2.91
C -1.26 2.81 2.19
O -1.31 3.87 2.77
N -0.26 2.40 1.38
C 0.83 3.26 1.01
C 0.48 4.12 -0.22
O 0.32 3.26 -1.33
C 0.16 3.92 -2.57
C -1.25 4.49 -2.76
O -2.23 3.48 -2.66
H -2.06 2.99 -1.85
H -1.35 4.92 -3.76
H -1.45 5.28 -2.02
H 0.90 4.72 -2.68
H 0.34 3.15 -3.32
H -0.43 4.68 0.00
H 1.30 4.83 -0.41
H 1.04 3.93 1.85
H 1.71 2.65 0.79
C -0.46 1.12 0.74
C 0.68 0.17 1.00
C 1.51 -0.26 -0.03
N 2.48 -1.15 0.12
C 2.68 -1.64 1.33
C 1.95 -1.26 2.44
C 0.93 -0.34 2.27
H 0.32 -0.02 3.10
H 2.16 -1.67 3.42
H 3.48 -2.37 1.41
H 1.39 0.13 -1.04
H -0.54 1.28 -0.35
O -3.39 -0.87 2.06
H -3.66 -0.04 2.54
H -1.21 -0.75 -1.15
H 0.03 -2.61 -2.10
H 1.45 -5.98 -2.21
H 3.07 -4.68 -0.89
H 3.14 -4.17 -2.58
H 2.33 -3.16 -1.38
```

As for the SMILES: CCOc1ccc(/C(O)=C2/C(=O)C(=O)N(CCOCCO)[C@H]2c2cccnc2)cc1. The HOMO energy is -8.647 eV. The HOMO-LUMO gap is 8.19 eV. The calculation puts the total energy at -38468.3619 eV. For the energy relative to the best compared isomer or geometry (same formula, charge and spin), the calculation gives 62.6 kcal per mole.

Löwdin population analysis, charges in e, atoms 1 to 4:
1. C -0.06
2. C -0.24
3. H 0.11
4. O -0.04